100
Properties=species:S:1:pos:R:3:forces:R:3:mulliken_spin:R:1 method="wB97M-V/def2-TZVPD" largest_force_ev_per_a=0.97 total_charge=+3 spin_multiplicity=5 homo_lumo_gap_ev="7.1 / 8.3" e_tot_ha=-5333.66928 e_lumo_ev="-9.042 / -7.873" relative_energy_kj_mol=17.26
Mn 0.182708 0.028315 -0.057821 -0.885 0.222 -0.324 3.881
Cl 2.115936 1.135597 1.456002 0.079 0.025 0.064 0.030
C 3.079065 -0.362703 1.356068 -0.061 0.024 -0.038 -0.007
Cl 2.146467 -1.625108 0.510399 0.236 -0.117 0.060 0.008
H 3.290649 -0.705658 2.360096 -0.018 -0.013 0.052 0.001
H 3.982776 -0.159486 0.797492 0.015 0.019 -0.070 0.000
N -0.642507 -0.649377 1.424040 0.423 -0.298 0.135 -0.105
S -1.671931 -0.621444 2.488474 -0.140 0.040 0.121 0.002
N -3.167357 -1.049013 2.061054 -0.048 0.092 -0.049 0.011
S -4.213016 -0.047898 1.486997 -0.140 -0.124 0.110 0.002
N -3.758601 1.027817 0.465718 0.047 0.067 0.102 0.006
S -2.863098 0.708228 -0.837597 -0.215 -0.078 -0.079 0.043
N -1.393707 0.779558 -0.709329 0.685 0.146 -0.237 -0.040
C -3.437236 1.969523 -1.914515 0.056 -0.016 -0.043 -0.020
C -4.651462 2.606748 -1.692626 0.013 0.021 -0.049 -0.004
C -5.070600 3.557931 -2.610055 -0.015 0.008 0.011 0.000
C -4.286203 3.848086 -3.718349 0.014 0.008 -0.031 0.000
C -3.072913 3.198396 -3.920689 -0.002 0.022 -0.037 0.001
C -2.634351 2.247704 -3.015704 -0.072 0.029 0.044 0.002
C -3.456319 -0.829899 -1.501159 0.059 0.030 -0.060 0.001
C -4.612659 -0.858073 -2.273124 0.084 -0.050 -0.012 -0.005
C -5.067736 -2.083081 -2.737753 0.046 0.040 -0.023 0.000
C -4.375826 -3.247000 -2.427747 0.063 -0.023 -0.055 0.001
C -3.227799 -3.201799 -1.645574 0.055 -0.023 -0.068 0.012
C -2.758635 -1.986455 -1.173250 -0.066 0.067 -0.118 0.016
C -5.011700 0.889993 2.739651 0.021 -0.016 -0.028 0.000
C -5.626663 0.151802 3.748224 0.017 0.023 -0.006 0.000
C -6.292830 0.839802 4.744894 -0.007 -0.009 0.037 0.000
C -6.334632 2.231967 4.719577 -0.003 -0.002 0.010 0.000
C -5.713942 2.944679 3.702785 -0.007 0.029 0.013 0.000
C -5.042437 2.275242 2.689599 0.046 -0.008 0.029 0.001
C -5.452304 -1.104274 0.830453 -0.057 -0.097 0.120 0.000
C -6.596049 -0.469031 0.355440 -0.063 -0.054 0.035 0.000
C -7.604131 -1.252888 -0.172926 -0.058 -0.009 -0.010 0.000
C -7.457516 -2.637279 -0.218379 -0.003 -0.008 0.041 0.000
C -6.306038 -3.247582 0.261095 -0.095 0.036 0.042 0.000
C -5.281921 -2.480802 0.797875 -0.101 0.092 0.033 0.000
C -1.331143 -1.834255 3.710562 0.033 0.007 0.016 -0.013
C -0.027747 -1.849852 4.199637 -0.089 -0.022 0.003 0.002
C 0.289727 -2.758799 5.192082 0.026 -0.010 0.016 0.002
C -0.683263 -3.630151 5.674125 0.019 -0.009 0.018 -0.002
C -1.977158 -3.597527 5.173939 -0.013 -0.015 0.007 0.000
C -2.318434 -2.687631 4.183543 0.055 -0.006 -0.002 -0.002
C -1.747982 0.926968 3.344584 -0.030 -0.052 0.037 0.018
C -2.174171 0.964094 4.668468 -0.017 0.052 -0.051 -0.003
C -2.238773 2.194278 5.303476 0.005 0.000 -0.002 0.000
C -1.880057 3.351211 4.620240 -0.027 0.004 0.039 0.001
C -1.461037 3.293361 3.296713 0.000 0.050 -0.019 0.004
C -1.391433 2.072656 2.644517 -0.039 -0.030 0.083 0.019
H -5.245478 2.370675 -0.820568 0.012 0.036 -0.054 -0.001
H -6.008003 4.075576 -2.456260 0.014 -0.008 -0.012 0.000
H -4.621492 4.591163 -4.430242 0.015 -0.013 0.012 0.000
H -2.468969 3.439842 -4.784775 -0.007 0.004 0.004 0.000
H -1.685927 1.739789 -3.138899 -0.021 0.021 -0.017 0.006
H -5.142465 0.054342 -2.515890 0.012 -0.034 -0.018 0.000
H -5.957676 -2.124950 -3.351673 0.004 -0.004 0.012 0.000
H -4.733883 -4.198657 -2.800517 0.012 0.025 0.005 0.000
H -2.699549 -4.115075 -1.403070 -0.006 0.012 -0.008 0.000
H -1.885217 -1.934338 -0.537634 0.053 -0.046 0.022 0.037
H -5.599604 -0.932711 3.743081 -0.008 0.050 0.013 0.000
H -6.789582 0.293065 5.535856 0.014 0.027 -0.019 0.000
H -6.865790 2.763787 5.498442 0.010 -0.011 -0.012 0.000
H -5.758639 4.025924 3.690459 -0.001 -0.027 0.005 0.000
H -4.552624 2.808010 1.886188 -0.015 0.004 0.031 0.000
H -6.704097 0.608843 0.413156 -0.002 -0.046 0.007 0.000
H -8.510025 -0.788295 -0.539832 0.015 -0.022 0.008 0.000
H -8.255352 -3.244652 -0.625809 0.005 0.006 0.009 0.000
H -6.204658 -4.324304 0.224563 -0.009 0.011 -0.001 0.000
H -4.372859 -2.930951 1.171758 -0.065 0.000 0.011 0.000
H 0.707122 -1.155100 3.811223 0.005 -0.035 0.027 -0.001
H 1.292846 -2.790668 5.595758 -0.017 -0.004 -0.003 0.000
H -0.428581 -4.340699 6.449825 0.005 0.019 -0.016 0.000
H -2.724476 -4.280398 5.555858 0.019 0.014 -0.008 0.000
H -3.320080 -2.645077 3.779949 0.033 -0.028 0.053 0.000
H -2.436015 0.056304 5.197572 0.006 0.015 -0.008 0.000
H -2.553529 2.246009 6.337624 0.007 0.013 -0.026 0.000
H -1.921577 4.306427 5.128408 0.005 -0.024 -0.015 0.000
H -1.183700 4.200530 2.774973 -0.007 -0.025 0.016 0.000
H -1.084267 2.007669 1.609108 -0.002 0.045 -0.006 0.015
C 3.326322 1.989919 -2.099431 0.022 -0.027 -0.054 0.002
N 2.622790 1.245032 -3.140098 0.071 0.136 -0.050 0.005
C 3.165343 1.294612 -4.506406 0.009 -0.019 0.035 -0.001
C 2.035562 1.154117 -5.502479 -0.039 0.034 0.095 0.001
C 1.302298 -0.134875 -5.213874 0.018 -0.003 0.022 0.000
N 0.927232 -0.207150 -3.792570 -0.057 -0.042 -0.010 0.008
C -0.111875 -1.181735 -3.491536 0.082 0.033 -0.118 0.013
C 1.581364 0.471034 -2.836972 -0.214 -0.053 -0.081 0.003
O 1.214687 0.391365 -1.610850 0.205 -0.080 0.178 0.029
H 3.703544 2.914226 -2.529845 -0.001 0.003 -0.017 0.000
H 4.174762 1.422354 -1.711712 0.003 -0.022 -0.008 0.000
H 2.652868 2.236023 -1.286542 -0.022 -0.001 0.004 -0.001
H 3.902783 0.499008 -4.639720 0.025 0.005 0.019 0.000
H 3.679406 2.245328 -4.624338 -0.008 0.025 0.028 0.000
H 2.420335 1.149644 -6.520192 0.013 -0.022 -0.002 0.000
H 1.354893 2.002672 -5.401899 0.016 0.007 -0.046 0.000
H 1.919058 -1.001369 -5.465352 -0.001 -0.023 0.004 0.001
H 0.385357 -0.203427 -5.798503 -0.028 -0.004 0.018 0.000
H -1.040095 -0.906201 -3.994869 -0.007 0.012 -0.001 0.000
H -0.304006 -1.232718 -2.429713 -0.008 -0.003 0.113 0.020
H 0.192714 -2.168817 -3.844020 0.008 0.005 -0.008 0.002